{
  "formula": "C34H48N7O6PtSSi3",
  "method": "the ωB97M-V functional and the def2-TZVPD basis",
  "orbital_gap_ev": 6.111,
  "charge": 1,
  "species": ["Pt", "C", "Si", "C", "C", "C", "Si", "C", "C", "C", "Si", "C", "C", "C", "C", "C", "C", "C", "N", "H", "H", "H", "H", "H", "H", "H", "H", "H", "H", "H", "H", "H", "H", "H", "H", "H", "H", "H", "H", "H", "H", "H", "H", "H", "H", "H", "H", "O", "N", "O", "C", "C", "C", "C", "C", "C", "N", "C", "C", "N", "C", "C", "C", "C", "H", "H", "H", "H", "H", "H", "H", "C", "C", "S", "O", "O", "C", "C", "N", "C", "N", "C", "C", "N", "O", "O", "C", "H", "H", "H", "H", "H", "H", "H", "H", "H", "H", "H", "H", "H"],
  "positions_angstrom": [[-1.105, -0.398, 0.682], [-0.754, 1.477, -3.502], [-1.380, 1.976, -1.775], [-2.464, 3.479, -2.166], [0.121, 2.589, -0.769], [-2.335, 0.764, -0.623], [-3.375, -0.728, -1.348], [-5.010, -1.121, -0.455], [-2.546, -2.456, -1.399], [-3.813, -0.294, -3.138], [-3.478, 1.789, 0.482], [-3.008, 3.422, 1.340], [-5.118, 2.212, -0.366], [-3.695, 0.484, 1.856], [-4.809, 0.394, 2.683], [-4.970, -0.679, 3.540], [-3.979, -1.650, 3.557], [-2.890, -1.509, 2.721], [-2.743, -0.468, 1.888], [-0.978, 2.296, -4.187], [-1.215, 0.585, -3.922], [0.327, 1.324, -3.520], [-1.859, 4.215, -2.699], [-2.883, 3.970, -1.287], [-3.291, 3.203, -2.824], [0.955, 2.842, -1.430], [0.473, 1.848, -0.058], [-0.125, 3.497, -0.213], [-4.888, -1.889, 0.312], [-5.706, -1.518, -1.197], [-5.496, -0.266, 0.010], [-1.792, -2.601, -0.629], [-2.086, -2.666, -2.368], [-3.315, -3.218, -1.251], [-4.179, 0.730, -3.236], [-4.595, -0.966, -3.496], [-2.962, -0.415, -3.809], [-2.112, 3.888, 0.926], [-2.883, 3.313, 2.417], [-3.823, 4.131, 1.185], [-5.082, 3.239, -0.731], [-5.959, 2.144, 0.329], [-5.337, 1.568, -1.217], [-5.562, 1.170, 2.630], [-5.846, -0.769, 4.168], [-4.044, -2.507, 4.211], [-2.125, -2.267, 2.722], [3.322, 1.260, 6.470], [3.114, 0.074, 6.312], [3.621, -0.792, 6.995], [2.236, -0.359, 5.229], [2.225, -1.698, 4.977], [1.506, -2.250, 3.897], [1.504, -3.633, 3.613], [0.819, -4.092, 2.523], [0.139, -3.175, 1.714], [0.096, -1.879, 1.965], [0.757, -1.405, 3.050], [0.708, 0.007, 3.351], [-0.039, 0.771, 2.546], [-0.148, 2.061, 2.768], [0.474, 2.677, 3.852], [1.266, 1.929, 4.686], [1.432, 0.546, 4.448], [2.803, -2.339, 5.629], [2.048, -4.306, 4.263], [0.790, -5.142, 2.274], [-0.385, -3.518, 0.829], [-0.746, 2.613, 2.060], [0.336, 3.735, 4.026], [1.760, 2.393, 5.519], [7.940, 0.446, -4.771], [6.485, 0.671, -4.389], [6.014, -0.532, -3.136], [6.271, -1.867, -3.599], [6.543, -0.144, -1.853], [4.212, -0.330, -3.017], [3.697, -1.481, -2.159], [2.296, -1.283, -1.796], [1.831, -0.832, -0.616], [0.514, -0.630, -0.669], [0.123, -0.952, -1.930], [1.207, -1.366, -2.643], [1.160, -1.791, -4.001], [2.198, -2.025, -4.591], [0.046, -1.888, -4.476], [2.704, -0.640, 0.568], [8.256, 1.188, -5.503], [8.060, -0.547, -5.199], [8.578, 0.527, -3.892], [5.807, 0.509, -5.227], [6.316, 1.650, -3.942], [3.802, -0.373, -4.022], [4.040, 0.641, -2.552], [4.294, -1.543, -1.251], [3.801, -2.411, -2.712], [-0.876, -0.845, -2.293], [2.914, -1.603, 1.041], [2.207, 0.002, 1.290], [3.659, -0.192, 0.298]],
  "lowdin_charge": [1.004, -0.166, 0.455, -0.180, -0.176, -0.572, 0.454, -0.171, -0.187, -0.169, 0.494, -0.168, -0.165, -0.296, -0.050, -0.032, -0.033, -0.108, -0.117, 0.041, 0.003, 0.027, 0.042, 0.005, 0.039, 0.033, -0.021, 0.023, 0.034, 0.045, 0.000, -0.025, 0.029, 0.037, 0.029, 0.039, 0.014, 0.014, 0.029, 0.040, 0.033, 0.040, 0.023, 0.115, 0.119, 0.115, 0.095, 0.098, -0.333, 0.096, -0.054, 0.079, -0.120, 0.029, -0.016, -0.105, -0.002, -0.156, -0.167, 0.046, -0.098, 0.001, 0.032, -0.043, 0.137, 0.133, 0.120, 0.114, 0.074, 0.121, 0.110, -0.111, -0.291, 0.642, -0.290, -0.314, -0.201, -0.135, 0.069, -0.278, -0.014, -0.082, -0.111, -0.318, 0.103, 0.109, 0.038, 0.084, 0.081, 0.084, 0.104, 0.106, 0.093, 0.115, 0.121, 0.133, 0.060, 0.103, 0.072, 0.098]
}



{
  "formula": "C5H41N2O14",
  "method": "the ωB97M-V functional and the def2-TZVPD basis",
  "relative_energy_ev": 9.475,
  "orbital_gap_ev": 10.395,
  "charge": 1,
  "species": ["C", "C", "C", "C", "C", "N", "N", "H", "H", "H", "H", "H", "H", "H", "H", "H", "H", "H", "H", "H", "H", "H", "O", "H", "H", "O", "H", "H", "O", "H", "H", "O", "H", "H", "O", "H", "H", "O", "H", "H", "O", "H", "H", "O", "H", "H", "O", "H", "H", "O", "H", "H", "O", "H", "H", "O", "H", "H", "O", "H", "H", "O"],
  "positions_angstrom": [[0.419, 0.020, -2.642], [0.044, -0.212, -1.162], [-0.806, 0.909, -0.433], [-1.183, 0.766, 1.070], [-3.388, 0.486, 1.920], [-2.518, 0.203, 1.069], [-0.937, -1.461, -1.120], [1.042, -0.785, -3.112], [1.080, 0.896, -2.797], [-0.439, 0.010, -3.334], [1.018, -0.425, -0.687], [-0.501, 1.876, -0.807], [-1.893, 0.778, -0.848], [-0.375, 0.160, 1.649], [-1.259, 1.751, 1.620], [-4.355, -0.183, 1.847], [-3.503, 1.464, 2.434], [-1.673, -1.443, -0.293], [-0.441, -2.184, -0.962], [-1.730, -1.567, -1.920], [-2.071, -0.170, -3.102], [-3.381, -1.023, -2.850], [-2.415, -1.045, -3.249], [1.982, 3.772, -0.959], [2.698, 2.349, -1.187], [1.851, 2.934, -1.293], [0.158, 4.537, -0.437], [-0.370, 3.383, 0.549], [-0.534, 4.188, 0.042], [-2.119, -4.827, 0.746], [-1.998, -3.601, 0.096], [-1.455, -4.247, 0.465], [0.801, -2.289, 1.519], [0.964, -3.711, 0.699], [0.652, -2.797, 0.727], [2.745, -0.683, 2.524], [1.845, 0.456, 2.656], [2.186, -0.171, 1.991], [-0.915, 2.148, 2.765], [-1.524, 2.809, 4.149], [-0.523, 2.646, 3.584], [4.226, 2.442, 1.009], [2.924, 2.214, 1.439], [3.401, 2.906, 1.038], [-4.043, -2.768, -0.958], [-4.695, -1.342, -1.010], [-4.080, -1.870, -1.330], [4.271, -3.084, 0.761], [3.055, -3.795, -0.042], [3.487, -2.900, 0.109], [5.059, -0.296, -0.925], [4.089, -1.225, -1.170], [4.562, -0.564, -1.625], [2.480, 1.661, 4.410], [0.963, 2.144, 3.876], [1.683, 1.516, 3.945], [-4.556, 2.032, -0.020], [-3.820, 2.993, -0.940], [-4.153, 1.961, -0.843], [3.215, -2.401, -3.398], [2.422, -2.724, -2.146], [2.332, -2.616, -3.107]],
  "nbo_charge": [-0.669, -0.028, -0.461, -0.223, -0.033, -0.439, -0.753, 0.278, 0.262, 0.193, 0.250, 0.272, 0.229, 0.247, 0.112, 0.183, 0.158, 0.437, 0.409, 0.471, 0.477, 0.520, -0.926, 0.471, 0.502, -0.972, 0.478, 0.474, -0.947, 0.468, 0.440, -0.905, 0.504, 0.491, -0.989, 0.464, 0.495, -0.996, 0.456, 0.505, -0.955, 0.462, 0.470, -0.932, 0.496, 0.485, -0.958, 0.494, 0.481, -0.972, 0.454, 0.470, -0.926, 0.498, 0.521, -1.009, 0.458, 0.489, -0.941, 0.485, 0.466, -0.942]
}